{"formula": "C27H42N5O5OsS", "method": "the ωB97M-V functional and the def2-TZVPD basis", "total_charge": 3, "total_energy_ha": -2192.03931, "homo_energy_ha": -0.5363, "elements": ["Os", "N", "C", "C", "N", "C", "C", "N", "H", "H", "H", "H", "H", "H", "H", "H", "H", "H", "H", "H", "H", "O", "C", "O", "C", "C", "C", "C", "O", "C", "O", "C", "C", "H", "H", "H", "H", "H", "C", "C", "N", "C", "S", "N", "C", "C", "H", "H", "H", "H", "H", "H", "H", "H", "H", "H", "H", "H", "C", "C", "C", "C", "C", "C", "C", "O", "C", "C", "C", "H", "H", "H", "H", "H", "H", "H", "H", "H", "H", "H", "H"], "xyz": [[-1.22, -0.57, 1.40], [0.33, -1.77, 2.37], [0.25, -1.81, 3.84], [-0.10, -0.41, 4.24], [-1.27, 0.06, 3.43], [-2.60, -0.27, 4.04], [-3.10, -1.58, 3.51], [-3.01, -1.48, 2.05], [0.34, -2.72, 1.98], [1.21, -1.33, 2.12], [1.19, -2.12, 4.29], [-0.51, -2.53, 4.13], [0.73, 0.26, 4.00], [-0.31, -0.33, 5.30], [-1.21, 1.08, 3.43], [-3.28, 0.54, 3.76], [-2.52, -0.29, 5.13], [-4.12, -1.77, 3.84], [-2.49, -2.41, 3.84], [-3.77, -0.88, 1.71], [-3.17, -2.40, 1.62], [-0.85, -2.55, 0.36], [-1.57, -2.33, -0.67], [-2.06, -1.18, -0.76], [-1.86, -3.38, -1.65], [-1.25, -4.66, -1.49], [-1.49, -5.70, -2.36], [-2.36, -5.42, -3.41], [-2.76, -6.22, -4.38], [-3.66, -5.49, -5.23], [-3.74, -4.17, -4.66], [-2.96, -4.15, -3.58], [-2.72, -3.10, -2.70], [-0.59, -4.81, -0.64], [-1.03, -6.67, -2.25], [-4.64, -5.96, -5.22], [-3.25, -5.43, -6.24], [-3.19, -2.14, -2.82], [-0.85, 5.81, -0.14], [-1.15, 4.61, -1.03], [-1.66, 3.51, -0.19], [-1.74, 2.21, -0.40], [-2.45, 1.33, 0.96], [-1.44, 1.56, -1.49], [-0.98, 2.05, -2.80], [0.50, 1.81, -3.00], [-0.47, 6.62, -0.75], [-0.11, 5.57, 0.62], [-1.76, 6.16, 0.35], [-0.24, 4.27, -1.54], [-1.89, 4.88, -1.79], [-2.05, 3.81, 0.69], [-1.57, 0.56, -1.43], [-1.25, 3.09, -2.92], [-1.56, 1.50, -3.55], [1.10, 2.38, -2.28], [0.80, 2.12, -4.00], [0.75, 0.75, -2.89], [6.54, 2.92, 0.31], [5.24, 2.18, 0.28], [5.15, 0.90, -0.26], [3.96, 0.21, -0.31], [3.95, -1.17, -0.93], [2.79, 0.82, 0.23], [1.59, 0.06, 0.20], [0.46, 0.43, 0.60], [2.86, 2.15, 0.77], [1.66, 2.89, 1.29], [4.08, 2.79, 0.78], [7.35, 2.33, -0.10], [6.79, 3.19, 1.34], [6.46, 3.85, -0.25], [6.04, 0.44, -0.66], [4.92, -1.37, -1.38], [3.20, -1.27, -1.71], [3.78, -1.94, -0.18], [1.66, -0.94, -0.24], [1.00, 3.17, 0.47], [1.97, 3.79, 1.81], [1.06, 2.28, 1.97], [4.15, 3.79, 1.19]], "lowdin_charge": [1.413, -0.042, -0.162, -0.138, -0.197, -0.150, -0.171, -0.080, 0.123, 0.107, 0.151, 0.120, 0.138, 0.147, 0.109, 0.128, 0.147, 0.153, 0.119, 0.098, 0.137, -0.089, -0.565, -0.093, -0.156, -0.001, 0.050, -0.183, 0.091, -0.042, 0.065, -0.190, 0.081, 0.118, 0.137, 0.151, 0.151, 0.134, -0.055, -0.204, 0.040, -0.646, 0.798, 0.070, -0.172, -0.050, 0.099, 0.076, 0.094, 0.110, 0.134, 0.123, 0.088, 0.103, 0.138, 0.071, 0.097, 0.079, -0.006, -0.191, 0.030, -0.172, -0.022, -0.108, -0.161, -0.239, -0.162, -0.015, 0.021, 0.092, 0.107, 0.107, 0.135, 0.095, 0.089, 0.097, 0.130, 0.070, 0.095, 0.068, 0.137]}